1.
Formula: C6H7BrO3
Source: the Open Molecules 2025 dataset
Level of theory: ωB97M-V with the def2-TZVPD basis set

Results
**Structure (SMILES)**: Cc1c(Br)c1=O.CC(=O)O
**ΔE to the lowest compared entry with this formula, charge and spin**: 2.202 eV
**E_HOMO**: -8.9440 eV
**Total energy**: -3032.45858 Ha
**HOMO-LUMO gap**: 9.19 eV

ORCA input file:
```
! wB97M-V def2-TZVPD RIJCOSX def2/J DEFGRID3
* xyz 0 1
C 0.6892 -1.7961 1.8212
C 1.5630 -1.4546 0.7155
C 2.3349 -0.4599 0.1705
Br 2.8553 1.2978 0.4527
C 1.9714 -1.6382 -0.6382
O 2.1866 -2.2296 -1.6305
H 1.1700 -1.4795 2.8956
H 0.3864 -2.9431 1.7786
H -0.1382 -1.0454 1.6494
C -2.4350 1.2307 -1.3710
C -1.1378 1.3139 -0.6316
O -0.4221 0.3432 -0.3276
O -0.7643 2.5664 -0.3877
H -2.5308 0.5759 -2.1910
H -2.6876 2.1364 -1.7861
H -3.2049 0.8277 -0.5861
H 0.1641 2.7544 0.0662
*
```

2.
Formula: C6H7Cl
Source: the Open Molecules 2025 dataset
Level of theory: ωB97M-V with the def2-TZVPD basis set

Results
**Structure (SMILES)**: C=CC(=C)C(=C)Cl
**ΔE to the lowest compared entry with this formula, charge and spin**: 1.706 eV
**E_HOMO**: -9.1089 eV
**Total energy**: -692.92150 Ha
**HOMO-LUMO gap**: 9.60 eV

ORCA input file:
```
! wB97M-V def2-TZVPD RIJCOSX def2/J DEFGRID3
* xyz 0 1
C -0.2474 1.2875 1.0056
C 0.5704 1.1257 -0.0136
C 0.6939 -0.1989 -0.6664
C 1.7821 -0.7294 -1.2557
C -0.4503 -1.0409 -0.4485
C -0.5456 -2.3426 -0.0860
Cl -1.9753 -0.4295 -0.9835
H -0.1968 2.1929 1.5858
H -0.8619 0.5841 1.5575
H 1.1726 1.8914 -0.5365
H 1.7858 -1.7690 -1.5630
H 2.6593 -0.2060 -1.3595
H -1.4557 -2.8467 -0.2241
H 0.2587 -3.1374 0.1747
*
```